[1]
{
  "formula": "C6H10",
  "method": "ωB97M-V/def2-TZVPD",
  "elements": ["C", "C", "C", "C", "C", "C", "H", "H", "H", "H", "H", "H", "H", "H", "H", "H"],
  "positions_angstrom": [[-1.539, 0.555, 0.876], [-0.338, 0.088, 0.139], [0.131, -1.377, -0.139], [1.218, -0.446, -0.712], [0.092, 0.408, -1.328], [1.065, 0.419, 0.590], [-1.492, 0.170, 1.901], [-2.454, 0.215, 0.393], [-1.520, 1.649, 0.916], [0.446, -2.001, 0.701], [-0.526, -1.940, -0.820], [2.284, -0.420, -0.708], [0.371, 1.433, -1.587], [-0.568, -0.023, -2.097], [1.442, -0.046, 1.513], [1.409, 1.461, 0.509]],
  "atomic_forces_ev_per_a": [[-0.33, 0.01, 0.04], [-0.59, 0.18, 0.28], [0.02, -0.17, 0.19], [0.46, 0.89, 1.31], [0.02, 0.25, -0.08], [-0.12, 0.14, 0.21], [-0.18, 0.06, -0.10], [-0.20, 0.07, 0.12], [-0.18, -0.13, 0.02], [-0.20, 0.21, 0.12], [0.49, 0.15, -0.03], [0.94, -1.43, -2.17], [-0.20, 0.02, 0.24], [0.50, -0.07, 0.12], [-0.22, 0.03, -0.22], [-0.21, -0.22, -0.06]],
  "de_lowest_ev": 2.583,
  "fmax_ev_per_a": 2.76,
  "total_energy_ha": -234.50760,
  "lumo_ev": 1.06,
  "gap_ev": 10.60,
  "homo_ev": -9.531
}

---

[2]
{
  "formula": "C2H4I3P",
  "method": "ωB97M-V/def2-TZVPD",
  "elements": ["C", "C", "I", "H", "H", "H", "I", "P", "I", "H"],
  "positions_angstrom": [[0.618, 1.199, 0.183], [0.906, 0.672, -0.996], [0.233, 1.738, -2.794], [-0.099, 1.999, 0.179], [0.759, 1.037, 1.250], [1.580, -0.107, -1.229], [0.854, -2.657, 1.129], [-1.578, -2.185, 0.583], [-2.003, -0.438, 2.198], [-1.269, -1.259, -0.502]],
  "atomic_forces_ev_per_a": [[-1.33, 0.70, -0.04], [-0.28, 1.47, 0.01], [0.34, -0.83, 1.05], [-0.22, 0.63, -0.42], [1.03, -1.20, -0.47], [0.47, -0.77, -0.14], [-0.80, 0.08, -0.30], [1.08, 0.30, -0.47], [-0.22, 0.15, 0.13], [-0.09, -0.53, 0.65]],
  "de_lowest_ev": 0.010,
  "fmax_ev_per_a": 1.66,
  "smiles": "C=CI.IPI",
  "total_energy_ha": -1313.01110,
  "lumo_ev": -0.85,
  "gap_ev": 8.41,
  "homo_ev": -9.262
}

---

[3]
{
  "formula": "C3H7NOS2",
  "method": "ωB97M-V/def2-TZVPD",
  "elements": ["S", "S", "C", "C", "C", "N", "O", "H", "H", "H", "H", "H", "H", "H"],
  "positions_angstrom": [[-0.743, -2.947, -1.390], [1.042, -2.126, -1.007], [0.542, -0.960, 0.260], [0.043, 0.342, -0.380], [-0.481, 1.267, 0.733], [0.125, 2.472, 0.950], [-1.593, 1.022, 1.144], [-0.469, -3.290, -2.666], [-0.252, -1.421, 0.846], [1.341, -0.787, 0.988], [-0.874, 0.073, -0.887], [0.682, 0.731, -1.162], [-0.479, 3.107, 1.457], [1.117, 2.517, 1.113]],
  "atomic_forces_ev_per_a": [[0.16, 0.31, 0.03], [-0.11, -0.14, -0.24], [-0.10, 0.27, 0.75], [-0.27, -0.89, 0.27], [-0.79, 0.99, -0.99], [-0.08, -0.57, 0.07], [0.16, -0.31, 0.34], [0.16, -0.15, 0.08], [-0.24, 0.01, -0.02], [0.38, -0.27, -0.49], [-0.31, 0.05, -0.22], [0.59, 0.45, 0.34], [0.36, 0.01, 0.30], [0.06, 0.24, -0.23]],
  "de_lowest_ev": 0.000,
  "multiplicity": 2,
  "fmax_ev_per_a": 1.60,
  "total_energy_ha": -1044.57852,
  "charge": 1,
  "lumo_ev": [-4.79, -8.15],
  "gap_ev": [8.85, 5.45],
  "homo_ev": [-13.645, -13.598]
}

---

[4]
{
  "formula": "C18H38F5N6OPPtS5Te",
  "method": "ωB97M-V/def2-TZVPD",
  "elements": ["Pt", "S", "S", "S", "S", "F", "Te", "F", "F", "F", "F", "O", "N", "P", "N", "C", "C", "C", "C", "C", "N", "C", "C", "C", "C", "C", "N", "C", "C", "C", "C", "C", "H", "H", "H", "H", "H", "H", "H", "H", "H", "H", "H", "H", "H", "H", "H", "H", "H", "H", "H", "H", "H", "H", "H", "H", "H", "H", "H", "H", "H", "H", "C", "N", "C", "S", "N", "C", "H", "H", "H", "H", "H", "H", "H", "H"],
  "positions_angstrom": [[0.278, 0.156, -0.175], [2.247, -0.519, 0.985], [1.737, -2.032, 2.348], [-0.322, -1.886, 2.407], [-0.683, -1.873, 0.382], [-0.150, 1.689, -3.112], [0.220, 2.965, -1.721], [1.828, 3.093, -2.815], [-1.071, 4.171, -0.835], [1.272, 4.331, -0.848], [-0.305, 4.174, -3.116], [1.283, 1.745, -0.710], [-1.367, 1.146, -0.778], [-2.506, 1.960, -0.034], [-3.315, 2.846, -1.189], [-3.949, 4.116, -0.842], [-3.855, 5.094, -2.005], [-4.605, 4.561, -3.226], [-4.375, 3.043, -3.369], [-3.115, 2.613, -2.624], [-3.841, 1.134, 0.605], [-3.781, 0.362, 1.847], [-3.966, -1.137, 1.650], [-5.212, -1.455, 0.837], [-5.146, -0.688, -0.478], [-5.022, 0.802, -0.180], [-2.039, 2.696, 1.388], [-2.953, 3.508, 2.187], [-2.618, 3.365, 3.666], [-1.213, 3.926, 3.957], [-0.386, 4.015, 2.671], [-0.611, 2.816, 1.762], [-3.449, 4.553, 0.018], [-5.008, 3.954, -0.574], [-2.796, 5.227, -2.231], [-4.254, 6.064, -1.698], [-4.261, 5.084, -4.122], [-5.676, 4.766, -3.127], [-4.281, 2.759, -4.419], [-5.230, 2.494, -2.962], [-2.268, 3.173, -3.021], [-2.900, 1.558, -2.775], [-4.583, 0.736, 2.509], [-2.828, 0.557, 2.336], [-3.993, -1.625, 2.629], [-3.094, -1.517, 1.120], [-6.115, -1.142, 1.383], [-5.291, -2.531, 0.666], [-6.040, -0.868, -1.084], [-4.272, -1.007, -1.053], [-5.912, 1.109, 0.396], [-4.999, 1.386, -1.095], [-3.972, 3.170, 1.994], [-2.892, 4.569, 1.912], [-2.661, 2.304, 3.921], [-3.379, 3.874, 4.265], [-0.702, 3.277, 4.672], [-1.282, 4.914, 4.422], [0.679, 4.058, 2.907], [-0.620, 4.921, 2.107], [-0.287, 1.890, 2.249], [0.019, 2.943, 0.889], [3.621, -3.377, -0.664], [2.436, -3.227, -1.479], [2.184, -2.150, -2.277], [0.702, -2.001, -3.029], [3.200, -1.271, -2.419], [3.029, -0.001, -3.114], [3.598, -4.365, -0.205], [3.681, -2.623, 0.126], [4.516, -3.321, -1.291], [1.580, -3.638, -1.138], [3.842, -1.242, -1.641], [2.365, -0.151, -3.960], [4.007, 0.336, -3.462], [2.581, 0.760, -2.472]],
  "atomic_forces_ev_per_a": [[-0.48, -0.99, 1.12], [0.03, 0.25, 0.05], [0.14, -0.09, -0.19], [-0.04, 0.04, 0.00], [-0.14, 0.04, -0.08], [-0.37, 0.11, -0.11], [2.30, -0.58, -0.88], [-0.21, -0.10, 0.07], [-0.31, -0.10, 0.12], [-0.18, 0.17, 0.05], [-0.36, 0.08, 0.25], [-0.41, 0.71, -0.11], [0.28, 1.46, -0.30], [0.00, -1.29, 0.06], [0.01, 0.47, 0.06], [0.03, -0.11, -0.07], [-0.06, -0.01, 0.04], [0.05, -0.04, 0.00], [0.02, -0.01, 0.00], [-0.16, -0.13, 0.08], [0.03, -0.48, -0.11], [-0.03, 0.25, 0.00], [-0.02, -0.02, 0.00], [0.01, 0.00, 0.00], [-0.01, 0.01, 0.03], [0.08, 0.09, 0.03], [-0.06, 0.65, -0.20], [0.05, -0.27, 0.11], [0.04, 0.01, 0.01], [0.00, -0.01, -0.01], [0.01, -0.07, -0.01], [-0.03, 0.02, 0.02], [0.00, 0.00, -0.03], [-0.01, 0.04, 0.04], [0.00, 0.04, -0.02], [0.01, 0.01, 0.00], [-0.01, 0.00, -0.01], [0.00, 0.02, -0.01], [-0.02, 0.00, 0.00], [-0.02, -0.01, -0.03], [0.06, -0.01, -0.01], [0.04, 0.00, 0.00], [0.03, 0.01, 0.04], [0.02, -0.03, -0.01], [0.00, 0.02, 0.01], [0.07, -0.04, 0.00], [0.00, -0.04, 0.00], [-0.01, 0.00, 0.00], [0.01, 0.02, -0.02], [-0.01, -0.02, 0.00], [-0.02, 0.03, -0.01], [-0.04, -0.02, 0.00], [-0.01, 0.04, -0.03], [-0.04, 0.01, 0.03], [-0.01, 0.00, 0.01], [0.00, -0.01, 0.01], [0.01, 0.01, 0.01], [-0.01, 0.00, 0.00], [0.01, 0.03, -0.03], [-0.01, 0.02, 0.04], [0.01, 0.00, 0.01], [-0.05, -0.12, 0.13], [0.02, -0.03, -0.05], [-0.11, 0.05, 0.01], [0.03, -0.02, 0.12], [-0.10, -0.13, -0.30], [0.01, -0.03, -0.04], [-0.03, 0.04, 0.04], [-0.02, 0.01, 0.02], [0.01, 0.02, 0.02], [-0.01, -0.02, -0.01], [0.03, 0.00, 0.04], [-0.04, 0.03, 0.05], [0.03, 0.00, -0.02], [-0.01, 0.02, 0.00], [0.02, -0.03, 0.00]],
  "de_lowest_ev": 0.000,
  "fmax_ev_per_a": 2.53,
  "total_energy_ha": -4331.58745,
  "charge": -2,
  "lumo_ev": 4.43,
  "gap_ev": 5.67,
  "homo_ev": -1.242
}